14
Properties=species:S:1:pos:R:3:lowdin_charge:R:1 method="wB97M-V/def2-TZVPD" total_energy_ha=-378.8395 e_lumo_ha=0.020 smiles="N#C/C=C1/NCCO1" largest_force_ev_per_a=5.283 total_charge=0
C -2.901 -0.084 -0.049 -0.26
C -1.816 0.796 -0.086 -0.07
C -0.554 0.280 -0.103 -0.32
C 1.705 0.126 0.173 -0.18
C 1.132 -1.220 -0.173 -0.15
H -2.004 1.863 -0.102 0.11
H 0.628 1.939 0.181 0.13
H 1.926 0.164 1.285 0.14
H 2.643 0.325 -0.356 0.12
H 1.315 -1.471 -1.233 0.13
H 1.510 -2.038 0.529 0.15
N -3.940 -0.655 0.076 0.12
N 0.626 1.021 -0.162 0.07
O -0.269 -1.048 0.020 0.01

14
Properties=species:S:1:pos:R:3:lowdin_charge:R:1 method="wB97M-V/def2-TZVPD" total_energy_ha=-378.6172 e_lumo_ha=0.006 smiles="C#C/C(C=O)=N/NC" largest_force_ev_per_a=14.371 total_charge=0
C 1.877 0.227 0.315 -0.11
C -0.709 -0.095 -0.409 -0.35
C -0.662 1.339 -0.417 -0.27
C -1.971 -0.626 -0.238 -0.10
C -3.014 -1.237 0.227 0.11
H 1.536 0.881 1.296 0.16
H 3.033 -0.077 0.425 0.13
H 1.875 1.033 -0.362 0.02
H 1.988 -1.743 0.048 0.21
H 0.295 1.797 -0.984 0.14
H -4.071 -1.498 0.587 0.05
N 1.253 -0.948 -0.222 -0.12
N 0.112 -1.042 -0.354 0.04
O -1.542 1.987 0.088 0.07

14
Properties=species:S:1:pos:R:3:lowdin_charge:R:1 method="wB97M-V/def2-TZVPD" total_energy_ha=-378.7489 e_lumo_ha=0.033 smiles=O[C@@H]1Cn2nccc21 largest_force_ev_per_a=5.525 total_charge=0
C -1.205 1.337 0.195 -0.02
C -2.251 0.390 -0.119 -0.11
C -0.049 0.584 0.325 -0.14
C 0.830 -1.317 0.028 -0.08
C 1.392 0.076 0.434 -0.24
N -1.758 -0.883 -0.305 0.10
N -0.438 -0.684 -0.059 -0.16
O 2.228 0.697 -0.579 -0.02
H -1.422 2.313 0.560 0.08
H -3.137 0.627 -0.526 0.05
H 1.277 -1.783 -0.904 0.13
H 0.796 -2.291 0.791 0.17
H 2.002 0.329 1.506 0.21
H 1.735 0.606 -1.345 0.04

14
Properties=species:S:1:pos:R:3:lowdin_charge:R:1 method="wB97M-V/def2-TZVPD" total_energy_ha=-378.6882 e_lumo_ha="-0.037 / 0.005" largest_force_ev_per_a=4.292 total_charge=0
C -0.867 1.645 0.504 -0.35
C 0.985 -0.605 -1.778 0.08
C 0.294 -0.518 1.855 0.01
C -0.088 0.042 -1.158 -0.48
C 0.130 1.026 -0.194 -0.14
N -1.680 2.244 1.080 0.15
N -0.186 -1.598 1.598 0.11
O -1.341 -0.326 -1.483 0.05
H 0.809 -1.319 -2.480 0.01
H 2.099 -0.283 -1.627 0.10
H 0.715 0.351 2.329 0.08
H 1.168 1.458 0.072 0.15
H -0.101 -2.394 2.260 0.09
H -1.938 0.278 -0.979 0.12

14
Properties=species:S:1:pos:R:3:lowdin_charge:R:1 method="wB97M-V/def2-TZVPD" total_energy_ha=-378.8084 e_lumo_ha=0.020 smiles="[H]/N=C/c1cc[nH]c1O" largest_force_ev_per_a=6.264 total_charge=0
C -0.974 -0.316 0.981 -0.07
C -0.075 -0.113 1.992 -0.13
C -0.370 -0.080 -0.254 -0.15
C 1.160 0.252 0.148 -0.19
C -0.863 -0.095 -1.581 -0.27
N -2.060 -0.477 -1.807 0.08
N 1.174 0.208 1.508 0.08
O 2.355 0.314 -0.566 0.06
H -1.959 -0.580 1.096 0.08
H -0.429 -0.095 3.006 0.10
H -0.063 0.323 -2.303 0.13
H -2.240 -0.291 -2.786 0.03
H 2.105 0.132 1.906 0.17
H 2.240 0.819 -1.341 0.07

14
Properties=species:S:1:pos:R:3:lowdin_charge:R:1 method="wB97M-V/def2-TZVPD" total_energy_ha=-378.6134 e_lumo_ha=-0.011 largest_force_ev_per_a=7.424 total_charge=0
C -0.327 0.353 -0.018 -0.22
C 0.057 -0.177 -1.299 -0.08
C 0.955 -1.124 -1.207 -0.02
C 1.135 -1.346 0.318 -0.22
C 0.380 -0.350 1.125 -0.24
H -3.420 1.701 -0.140 0.29
H -0.588 -0.165 -2.403 0.19
H 1.296 -1.641 -1.987 0.06
H 1.275 -2.380 0.780 0.15
H 1.915 0.497 0.391 0.08
H -0.260 -0.687 1.941 0.14
N -1.327 1.179 0.493 -0.03
N 1.902 -0.232 1.125 0.08
O -2.180 1.489 -0.428 -0.19

14
Properties=species:S:1:pos:R:3:lowdin_charge:R:1 method="wB97M-V/def2-TZVPD" total_energy_ha=-378.7977 e_lumo_ha=0.030 smiles="O=C1N[C@H]2CC=N[C@@H]12" largest_force_ev_per_a=5.376 total_charge=0
C 0.081 1.043 1.474 -0.18
C 1.031 -0.345 -1.459 -0.39
C -0.320 -0.345 1.202 -0.11
C -0.089 0.981 -0.699 -0.10
C -0.775 -0.336 -0.241 -0.23
N 0.329 1.711 0.452 0.07
N 0.066 -1.174 -1.112 0.11
O 1.991 -0.288 -2.095 0.14
H 0.403 1.386 2.448 0.12
H 0.655 -0.672 1.324 0.11
H -1.030 -0.859 1.795 0.10
H -0.549 1.508 -1.444 0.09
H -1.800 -0.431 -0.390 0.12
H 0.006 -2.180 -1.256 0.16

14
Properties=species:S:1:pos:R:3:lowdin_charge:R:1 method="wB97M-V/def2-TZVPD" total_energy_ha=-378.7676 e_lumo_ha=0.037 largest_force_ev_per_a=5.065 total_charge=0
C -0.409 1.847 0.022 -0.10
C 0.909 1.279 -0.060 -0.07
C -1.546 1.145 0.027 -0.10
C 0.969 -0.080 -0.004 -0.11
C -0.705 -1.069 -0.133 -0.29
N -0.713 -2.324 0.013 0.12
N 1.834 -1.156 0.059 0.06
O -1.734 -0.243 -0.063 0.03
H -0.393 2.867 0.143 0.08
H 1.730 1.861 0.064 0.07
H -2.378 1.751 0.171 0.09
H -1.606 -2.753 0.214 0.06
H 2.665 -1.043 -0.489 0.09
H 1.377 -2.082 0.036 0.07

17
Properties=species:S:1:pos:R:3:lowdin_charge:R:1 method="wB97M-V/def2-TZVPD" total_energy_ha=-927.3480 e_lumo_ha=-0.039 smiles="Cc1nsc(CO)c1[N+](=O)[O-]" largest_force_ev_per_a=7.975 total_charge=0
C 0.192 0.214 0.026 -0.04
C 1.001 -0.931 0.027 -0.41
C -1.460 -0.272 -0.141 -0.28
C 2.480 -1.099 0.318 -0.04
C -2.700 0.461 -0.105 -0.33
N 0.355 -2.095 -0.033 -0.30
N 0.519 1.576 -0.044 -0.36
O 1.731 1.819 -0.220 0.07
O -0.380 2.374 -0.045 0.07
O -2.705 1.720 0.438 -0.01
S -1.293 -1.990 -0.047 1.05
H 2.991 -0.313 -0.357 0.10
H 2.783 -1.123 1.430 0.11
H 2.809 -2.112 -0.022 0.08
H -2.977 0.368 -1.143 0.13
H -3.457 -0.121 0.412 0.13
H -2.228 2.422 0.068 0.05

17
Properties=species:S:1:pos:R:3:lowdin_charge:R:1 method="wB97M-V/def2-TZVPD" total_energy_ha=-604.2930 e_lumo_ha="-0.071 / -0.102" largest_force_ev_per_a=5.405 total_charge=0
C 1.446 1.426 0.332 -0.16
C -1.698 -0.227 -0.029 -0.23
C -1.340 0.501 -1.421 -0.27
C 0.128 -0.300 1.511 -0.08
C 1.177 0.127 0.548 -0.13
N 1.833 2.480 -0.005 0.25
N 2.068 -0.804 -0.063 -0.35
O 3.160 -0.293 -0.365 0.09
O 1.818 -1.971 -0.023 0.11
O -1.052 0.315 0.979 -0.13
O -0.187 -0.026 -1.846 0.00
H -2.796 -0.219 0.176 0.14
H -1.392 -1.370 -0.297 0.18
H -2.061 0.177 -2.212 0.15
H -1.256 1.550 -1.284 0.10
H -0.143 -1.403 1.392 0.15
H 0.295 0.038 2.606 0.18

15
Properties=species:S:1:pos:R:3:lowdin_charge:R:1 method="wB97M-V/def2-TZVPD" total_energy_ha=-986.2272 e_lumo_ha="-0.002 / -0.002" smiles=c1pcc2c(p1)NCN2 largest_force_ev_per_a=6.328 total_charge=0
C -1.599 1.601 -0.082 -0.43
C -3.385 -0.502 0.143 -0.75
C -0.554 0.734 -0.058 -0.29
C -0.786 -1.021 -0.248 -0.44
C 1.336 -0.455 0.391 -0.26
N 0.775 0.781 -0.136 0.00
N 0.502 -1.495 -0.010 -0.11
P -3.308 1.258 0.049 0.84
P -2.242 -1.906 0.054 0.86
H -1.403 2.657 0.231 0.05
H -4.399 -0.945 0.274 -0.04
H 2.439 -0.549 0.073 0.15
H 1.146 -0.391 1.488 0.13
H 1.201 1.664 0.157 0.15
H 0.899 -2.149 -0.746 0.16

14
Properties=species:S:1:pos:R:3:lowdin_charge:R:1 method="wB97M-V/def2-TZVPD" total_energy_ha=-701.7644 e_lumo_ha=-0.023 smiles="CC(=S)n1ccnc1" largest_force_ev_per_a=5.835 total_charge=0
C -1.720 -0.318 1.885 -0.08
C -0.947 -0.372 0.758 -0.04
C -0.026 0.936 2.089 -0.23
C 1.232 0.412 0.159 -0.79
C 1.107 0.259 -1.324 -0.10
N -1.125 0.633 2.691 0.09
N 0.166 0.428 0.916 -0.10
S 2.750 0.662 0.739 0.75
H -2.542 -0.888 2.116 0.08
H -1.031 -0.999 -0.035 0.09
H 0.778 1.479 2.573 0.12
H 2.050 -0.282 -1.450 0.06
H 1.295 1.205 -1.903 0.11
H 0.279 -0.132 -1.797 0.04